# 1
Below is a 2-piece molecular cluster, C9H8BrN2P overall, with properties calculated with wB97M-V/def2-TZVPD.

CARTESIAN COORDINATES (ANGSTROEM)
C: -1.26161 1.13827 0.35763
C: -2.65879 1.08025 0.34987
C: -2.69380 -1.12019 -0.75591
C: 0.82937 -1.48645 -0.89738
C: -1.24874 -1.07241 -0.85412
C: -0.58042 0.08988 -0.26502
C: -3.36519 -0.01923 -0.14181
C: 4.07244 -0.08723 1.49540
C: 2.09509 1.23045 -0.10047
N: -0.28236 -1.99944 -1.33761
N: 0.72019 -0.30288 -0.30981
P: 3.64897 0.31861 -0.08467
Br: -5.31191 0.00778 -0.11426
H: -0.70633 1.98854 0.65275
H: -3.22934 1.90350 0.74517
H: -3.14558 -2.08282 -1.17585
H: 1.74064 -1.91552 -1.11795
H: 4.73513 -0.95703 1.61602
H: 3.28149 -0.05284 2.24699
H: 1.78938 1.66910 -1.08003
H: 1.57138 1.66967 0.77106

Summary:
LUMO level = -1.778 eV
Relative energy (zero: lowest compared OMol25 entry of this formula, charge and spin) = 1.663 eV
Calculated total energy = -3372.488965 a.u.
2S+1 = 1
HOMO-LUMO gap = 0.2435 Eh
HOMO = -8.4 eV

***

# 2
Below is C3H2O4 as an isolated structure, with properties calculated with wB97M-V/def2-TZVPD.

CARTESIAN COORDINATES (ANGSTROEM)
C: 0.12538 -0.48064 0.15339
C: 1.23306 -1.10063 -0.00906
C: 2.15333 0.72847 0.08169
O: 2.46562 0.72723 -1.02744
O: 2.04088 -1.95644 0.13279
O: 1.98774 0.83082 1.21449
O: -0.25238 0.83129 0.00880
H: -0.72116 -1.12440 0.31279
H: -1.07765 0.84340 -0.57516

Summary:
LUMO level = -0.472 eV
Relative energy (zero: lowest compared OMol25 entry of this formula, charge and spin) = 2.608 eV
Calculated total energy = -416.388960 a.u.
2S+1 = 1
HOMO-LUMO gap = 0.3128 Eh
HOMO = -9.0 eV

***

# 3
Below is one molecule with the formula C4H2F2, with properties calculated with wB97M-V/def2-TZVPD.

CARTESIAN COORDINATES (ANGSTROEM)
C: 0.61747 2.32319 -0.07778
C: 0.37371 1.16792 0.04302
C: 0.60076 -0.35911 0.00493
C: -0.79797 -0.57637 0.09463
F: -1.63138 -0.74287 1.16205
F: -1.41877 -0.45447 -1.01362
H: 0.99541 -0.50850 -0.97746
H: 1.26079 -0.84979 0.76424

Summary:
LUMO level (alpha / beta) = -1.500 / -1.501 eV
Relative energy (zero: lowest compared OMol25 entry of this formula, charge and spin) = 4.510 eV
Calculated total energy = -353.094971 a.u.
2S+1 = 1
HOMO-LUMO gap (alpha / beta) = 0.2799 / 0.2798 Eh
HOMO (alpha / beta) = -9.1 / -9.1 eV

***

# 4
Below is C21H29Cl2GaO4 as an isolated structure, with properties calculated with wB97M-V/def2-TZVPD.

CARTESIAN COORDINATES (ANGSTROEM)
O: 0.60179 0.31029 -7.04834
C: 0.36750 1.62213 -7.67497
C: 0.22591 1.08310 -9.08139
H: 1.23625 2.27636 -7.53941
H: -0.55431 2.10625 -7.32251
C: 0.40564 -0.27974 -8.37438
H: 1.04736 1.37454 -9.74124
H: -0.76377 1.26900 -9.50881
C: 1.64830 -1.04271 -8.78282
H: 2.54679 -0.42473 -8.66095
H: 1.53944 -1.38814 -9.82165
H: 1.76144 -1.91107 -8.12431
C: -0.84263 -1.13834 -8.46600
H: -1.73673 -0.58472 -8.14684
H: -0.73389 -2.02526 -7.82971
H: -0.96238 -1.46292 -9.51272
Ga: 0.44304 0.51525 -0.50410
C: -2.27549 -0.67361 1.21233
C: -1.67102 0.57803 1.33404
C: -1.53605 1.16571 -0.00696
H: -1.39563 1.08081 2.25563
C: -2.20473 0.22251 -0.91076
C: -2.61740 -0.88701 -0.16304
H: -3.15118 -1.75485 -0.54945
H: -2.49764 -1.35899 2.02887
H: -1.45748 2.23666 -0.20643
H: -2.39220 0.42407 -1.96546
C: 1.27722 -1.92424 1.38942
C: 0.41736 -2.64135 0.51110
C: 0.67117 -2.24516 -0.80857
H: -0.28209 -3.41718 0.82445
C: 1.69916 -1.20108 -0.78388
C: 2.07948 -1.05333 0.62507
H: 2.91857 -0.45433 0.96887
H: 1.34962 -2.07313 2.46350
H: 0.24090 -2.66105 -1.71872
H: 2.38369 -0.99550 -1.61110
O: 0.34409 1.00447 -2.65032
C: -0.09550 -0.00086 -3.59218
C: -0.59918 0.79071 -4.75965
H: -0.83833 -0.65890 -3.12463
H: 0.78303 -0.60287 -3.84972
C: 0.40878 1.95404 -4.79102
H: -1.62181 1.15603 -4.57718
H: -0.60548 0.18467 -5.65820
C: 0.52060 2.28978 -3.32976
H: 0.10288 2.80785 -5.39887
H: 1.39460 1.61189 -5.14682
H: -0.28719 2.95858 -3.00182
H: 1.47769 2.72674 -3.02513
Cl: -0.14048 3.76992 1.77548
C: 1.39216 2.87046 1.80780
Cl: 1.21855 1.17936 2.38874
C: 1.99863 2.90043 0.39637
O: 2.89111 3.70926 0.21882
O: 1.51953 2.08772 -0.51692
H: 2.07515 3.37450 2.49296

Summary:
LUMO level = 0.444 eV
Relative energy (zero: lowest compared OMol25 entry of this formula, charge and spin) = 0.000 eV
Calculated total energy = -3963.637882 a.u.
2S+1 = 1
HOMO-LUMO gap = 0.3006 Eh
HOMO = -7.7 eV

***

# 5
Below is C38H44AsMnO3PS2Sb2 as an isolated structure, with properties calculated with wB97M-V/def2-TZVPD.

CARTESIAN COORDINATES (ANGSTROEM)
Mn: -0.67300 1.23877 1.01465
C: 2.53361 1.35458 -1.11604
Sb: 1.65947 0.26919 0.48024
C: 2.22739 -1.70006 -0.10742
C: 3.06143 0.53372 2.09806
C: 3.04725 -0.69360 2.96534
C: 3.99726 -1.68860 2.73881
C: 4.00360 -2.87247 3.45666
C: 3.04255 -3.08047 4.43706
C: 2.10406 -2.09370 4.68789
C: 2.08282 -0.89678 3.97131
C: 1.04359 0.12859 4.31215
Sb: -0.80089 -0.03971 3.20062
C: -2.04912 0.80136 4.70909
C: -1.19213 -2.10974 3.54474
H: 3.59655 1.13821 -1.20812
H: 2.36346 2.41438 -0.94156
H: 2.01252 1.06776 -2.02948
H: 3.29721 -1.72676 -0.31064
H: 1.67773 -1.97435 -1.00704
H: 1.99747 -2.41022 0.68550
H: 2.74394 1.43852 2.61367
H: 4.05452 0.70398 1.68294
H: 4.75144 -1.52084 1.97789
H: 4.75664 -3.62401 3.25849
H: 3.03387 -3.99733 5.01180
H: 1.36786 -2.24330 5.46995
H: 1.38723 1.14961 4.14837
H: 0.75729 0.03904 5.36095
H: -1.96660 0.23654 5.63660
H: -3.08685 0.83056 4.38541
H: -1.71139 1.82633 4.86034
H: -1.33370 -2.29996 4.60776
H: -0.34521 -2.69763 3.18995
H: -2.08485 -2.40897 2.99459
C: -3.80710 0.29978 -0.18913
C: -4.34027 -0.11591 1.18130
As: -4.69241 -2.05679 1.38612
C: -6.06537 -2.18645 -0.00161
C: -7.09061 -1.24962 -0.11612
C: -8.03652 -1.36185 -1.12248
C: -7.97317 -2.41907 -2.02254
C: -6.96753 -3.36487 -1.90657
C: -6.01711 -3.24691 -0.89833
C: -5.90537 -1.91834 2.91476
C: -5.67971 -1.00548 3.93924
C: -6.51202 -0.96516 5.05062
C: -7.57955 -1.84347 5.15030
C: -7.80978 -2.76279 4.13558
C: -6.97672 -2.80187 3.02806
P: -2.01536 -0.00080 -0.43255
C: -1.70590 0.61246 -2.12259
C: -2.24456 1.82738 -2.54008
C: -1.92421 2.34323 -3.78565
C: -1.04638 1.66430 -4.61837
C: -0.48991 0.46351 -4.20300
C: -0.81924 -0.06077 -2.96140
C: -1.91446 -1.80652 -0.65304
C: -1.10346 -2.55884 0.18440
C: -1.02998 -3.93908 0.05367
C: -1.76833 -4.57378 -0.93161
C: -2.57537 -3.82838 -1.78494
C: -2.65463 -2.45413 -1.64368
H: -3.92418 1.37931 -0.28891
H: -4.36260 -0.17798 -1.00104
H: -5.27834 0.40493 1.37900
H: -3.64033 0.19815 1.95997
H: -7.16188 -0.43252 0.59269
H: -8.82741 -0.62700 -1.20345
H: -8.71288 -2.50632 -2.80792
H: -6.92168 -4.19649 -2.59852
H: -5.23171 -3.98747 -0.80557
H: -4.85546 -0.30699 3.87473
H: -6.32609 -0.24261 5.83533
H: -8.23183 -1.81141 6.01329
H: -8.64319 -3.45038 4.20514
H: -7.17170 -3.51831 2.23789
H: -2.89258 2.39186 -1.88251
H: -2.34686 3.28946 -4.09678
H: -0.79178 2.07360 -5.58747
H: 0.19823 -0.06904 -4.84726
H: -0.38876 -1.00546 -2.64964
H: -0.52670 -2.05267 0.94808
H: -0.39867 -4.51427 0.71910
H: -1.71533 -5.64947 -1.04030
H: -3.14493 -4.32336 -2.56152
H: -3.28190 -1.87847 -2.31466
O: -0.28816 2.73442 -0.37914
S: -1.03153 3.52533 0.66983
O: -1.28155 4.89723 0.36822
O: -2.23241 2.67341 0.95513
S: 0.12483 3.07838 2.29919

Summary:
LUMO level (alpha / beta) = 0.492 / 0.119 eV
Relative energy (zero: lowest compared OMol25 entry of this formula, charge and spin) = 0.000 eV
Calculated total energy = -6705.121021 a.u.
2S+1 = 2
HOMO-LUMO gap (alpha / beta) = 0.3187 / 0.2997 Eh
HOMO (alpha / beta) = -8.2 / -8.0 eV

***

# 6
Below is C4H2InO2 as an isolated structure, with properties calculated with wB97M-V/def2-TZVPD.

CARTESIAN COORDINATES (ANGSTROEM)
H: -1.00255 -2.32721 -0.30399
C: -0.31488 -1.55966 0.03182
C: -0.16314 -0.23510 0.15822
O: 0.90870 -1.84468 0.60325
O: 1.11227 -0.43358 0.78369
In: 2.98220 0.40211 0.26516
C: -1.18674 2.04141 -0.52544
C: -0.75120 1.02510 -0.03023
H: -1.58466 2.93162 -0.98246

Summary:
LUMO level (alpha / beta) = -9.898 / -13.470 eV
Relative energy (zero: lowest compared OMol25 entry of this formula, charge and spin) = 1.606 eV
Calculated total energy = -493.241883 a.u.
2S+1 = 2
HOMO-LUMO gap (alpha / beta) = 0.3414 / 0.2097 Eh
Charge = +2
HOMO (alpha / beta) = -19.2 / -19.2 eV

***

Q: Among the records above, which one has the lowest calculated total energy?
A: C38H44AsMnO3PS2Sb2